{
  "formula": "H13O6S",
  "method": "ωB97M-V/def2-TZVPD",
  "e_above_lowest_kcal_mol": 8.90,
  "homo_ev": -3.945,
  "energy_ev": -23334.0637,
  "e_lumo_ev": 3.41,
  "total_charge": -1,
  "symbols": ["S", "H", "H", "H", "O", "H", "H", "O", "H", "H", "O", "H", "H", "O", "H", "H", "O", "H", "H", "O"],
  "coordinates": [[2.3764, -0.0689, 0.4831], [2.9535, -0.1805, -0.7228], [1.0113, 2.1356, 3.2031], [0.9672, 0.9459, 2.1579], [0.5271, 1.3592, 2.9178], [-2.9930, 2.0575, -0.9811], [-1.6722, 1.2508, -1.0868], [-2.2058, 1.8166, -0.4877], [-1.6880, 0.5897, 2.3162], [-2.1457, 0.9272, 0.8810], [-2.0906, 0.1794, 1.5403], [0.8952, -2.5406, -2.6474], [-0.2328, -2.2868, -1.6795], [-0.0658, -2.4253, -2.6432], [0.7453, 0.7581, -1.6243], [-0.1431, -0.2427, -2.3447], [-0.1707, 0.6258, -1.9134], [0.4350, -1.0809, 0.0391], [-1.0091, -0.9079, 0.3004], [-0.4167, -1.5661, -0.1050]]
}

{
  "formula": "C24H53F4Mg2N6O14P2",
  "method": "ωB97M-V/def2-TZVPD",
  "homo_ev": [-12.559, -12.559],
  "energy_ev": -103689.6088,
  "e_lumo_ev": [-5.83, -10.38],
  "total_charge": 2,
  "s_squared": 0.79,
  "multiplicity": 2,
  "symbols": ["Mg", "Mg", "O", "P", "O", "F", "F", "O", "P", "O", "F", "F", "C", "C", "O", "O", "H", "H", "H", "C", "O", "N", "C", "C", "H", "H", "H", "H", "H", "H", "H", "C", "O", "N", "C", "C", "H", "H", "H", "H", "H", "H", "H", "C", "O", "N", "C", "C", "H", "H", "H", "H", "H", "H", "H", "C", "O", "N", "C", "C", "H", "H", "H", "H", "H", "H", "H", "C", "O", "N", "C", "C", "H", "H", "H", "H", "H", "H", "H", "C", "O", "N", "C", "C", "H", "H", "H", "H", "H", "H", "H", "O", "C", "O", "C", "C", "C", "H", "H", "H", "H", "H", "H", "H", "H"],
  "coordinates": [[1.8745, 0.3885, -3.2844], [-3.0285, 2.0580, -1.8595], [-1.4954, 1.4899, -0.8202], [-0.1460, 0.8525, -0.5693], [0.8162, 0.5008, -1.7764], [-0.5397, -0.5254, 0.0892], [0.6639, 1.6443, 0.6368], [0.3040, 1.0500, -4.3672], [-0.7618, 2.1595, -4.4349], [-1.9520, 2.1908, -3.4399], [-1.2218, 2.2675, -5.9493], [0.0734, 3.4946, -4.2063], [-4.5146, 4.7041, 0.7149], [-3.9406, 3.7013, -0.3344], [-4.3292, 2.5618, -0.3939], [-3.0377, 3.9862, -1.1431], [-3.7870, 5.4869, 0.9293], [-4.6515, 4.3230, 1.7269], [-5.4457, 5.2558, 0.5854], [-3.6362, -0.9190, -1.9395], [-3.4406, 0.2160, -2.1290], [-3.3474, -1.9131, -2.7809], [-3.8137, -3.2619, -2.7033], [-2.6632, -1.6531, -4.0504], [-4.0357, -1.1925, -0.9507], [-4.5624, -3.3656, -1.9179], [-3.0128, -3.8988, -2.3277], [-4.3404, -3.6683, -3.5667], [-2.4093, -2.5963, -4.5343], [-3.1318, -0.8918, -4.6740], [-1.7379, -1.0862, -3.9487], [0.6845, -1.5908, 3.3571], [-0.0379, -2.5463, 3.7888], [1.3717, -0.7437, 4.1861], [1.2789, -0.8047, 5.6228], [2.4179, 0.1624, 3.6869], [0.7575, -1.3765, 2.2796], [2.3426, -0.8332, 5.8594], [0.9536, -1.7808, 5.9828], [0.7447, 0.0591, 6.0183], [2.5728, 0.2736, 2.6137], [2.2346, 1.1135, 4.1869], [3.3853, -0.2003, 4.0344], [4.3115, -0.7659, -1.7392], [3.3365, -0.2954, -2.3036], [4.2057, -1.7717, -0.8428], [5.2932, -2.2506, -0.1370], [2.8593, -2.3374, -0.4716], [5.3526, -0.4148, -1.8109], [5.5248, -1.8015, 0.8288], [6.1930, -2.2576, -0.7522], [5.1107, -3.2860, 0.1506], [2.7911, -3.4191, -0.5872], [2.5122, -2.1345, 0.5415], [2.0121, -1.9265, -1.0206], [1.2526, -2.6746, -3.9118], [1.2742, -1.5161, -3.4353], [0.7151, -3.7878, -3.3691], [0.9137, -5.0478, -3.8419], [-0.0957, -3.6671, -2.1004], [1.6287, -2.9004, -4.9217], [-0.0545, -5.5473, -3.8763], [1.6716, -5.5776, -3.2648], [1.2390, -5.1165, -4.8799], [0.5192, -4.1490, -1.3402], [-0.2246, -2.6257, -1.8055], [-1.0961, -4.0895, -2.1954], [-4.0117, -3.5009, 2.5764], [-3.9450, -2.2862, 2.7343], [-3.1765, -4.2970, 1.9172], [-3.4220, -5.7682, 1.7362], [-2.1707, -3.7205, 1.0936], [-4.8784, -4.0986, 2.8986], [-4.2599, -6.2416, 2.2480], [-2.5613, -6.3108, 2.1274], [-3.6917, -6.0053, 0.7070], [-2.3245, -3.8536, 0.0228], [-2.0555, -2.6393, 1.1692], [-1.2329, -4.1766, 1.4107], [3.2122, 3.2162, -2.3398], [2.4971, 2.1838, -2.5528], [4.0449, 3.4589, -1.2883], [5.0345, 4.5517, -1.2590], [3.8612, 2.6558, -0.0811], [3.2157, 4.1023, -2.9932], [6.0169, 4.2777, -0.8745], [4.7064, 5.4844, -0.8000], [5.2005, 4.8511, -2.2938], [3.4996, 3.3607, 0.6675], [2.9890, 2.0093, -0.1786], [4.7028, 2.0260, 0.2071], [-0.4278, 6.6550, 3.6244], [-1.2521, 5.7695, 3.4815], [-1.1506, 4.4732, 3.1340], [0.1653, 3.9015, 3.1638], [0.3001, 2.9022, 4.3065], [-2.7193, 6.1678, 3.7469], [0.9400, 4.6614, 3.2662], [0.3372, 3.5628, 2.1421], [0.0370, 1.9056, 3.9522], [-0.4199, 3.0875, 5.1036], [1.3351, 2.9726, 4.6410], [-3.3672, 5.9307, 2.9030], [-2.5759, 7.2362, 3.9083], [-3.1531, 5.7630, 4.6613]]
}

{
  "formula": "C9H23Li2NO3",
  "method": "ωB97M-V/def2-TZVPD",
  "e_above_lowest_kcal_mol": 190.61,
  "homo_ev": -6.787,
  "energy_ev": -17743.9060,
  "e_lumo_ev": -0.99,
  "total_charge": 0,
  "symbols": ["Li", "Li", "O", "H", "O", "H", "C", "C", "N", "C", "C", "C", "C", "H", "H", "H", "H", "H", "H", "H", "H", "H", "H", "H", "H", "H", "H", "H", "C", "C", "O", "C", "H", "H", "H", "H", "H", "H"],
  "coordinates": [[-4.6581, 2.3849, -1.8428], [-0.9151, 1.3663, -0.5709], [-3.9175, 0.7517, 1.0631], [-4.1839, 0.3903, 1.9309], [-1.8033, 2.9781, -3.2430], [-1.3993, 2.9706, -4.1326], [3.4129, 1.2697, -0.7475], [3.0197, 2.0268, 0.5320], [2.0488, 1.2584, 1.3330], [1.6294, 1.9307, 2.5691], [1.0229, 3.3185, 2.2514], [2.5272, -0.0583, 1.7566], [1.5979, -0.9802, 2.4450], [2.5793, 0.9646, -1.3801], [4.0775, 0.4181, -0.6015], [4.0593, 1.9470, -1.3056], [3.8665, 2.3510, 1.1368], [2.4738, 2.9018, 0.1793], [0.7076, 1.4321, 2.8688], [2.3905, 1.9546, 3.3489], [1.8549, 3.9844, 2.0222], [0.3470, 3.2510, 1.3990], [0.4457, 3.7810, 3.0520], [3.4878, -0.0508, 2.2716], [2.7863, -0.6751, 0.8961], [0.6596, -1.1520, 1.9177], [1.2955, -0.5465, 3.3981], [2.0229, -1.9737, 2.5884], [-3.9997, -2.9705, -3.0575], [-2.6754, -3.4210, -2.4530], [-1.7630, -2.5707, -2.2859], [-2.5392, -4.8734, -2.0168], [-4.7643, -2.9847, -2.2807], [-4.3547, -3.6748, -3.8099], [-3.8790, -1.9631, -3.4557], [-3.2125, -5.1441, -1.2036], [-1.4990, -5.0351, -1.7339], [-2.7489, -5.5577, -2.8389]]
}

{
  "formula": "C21H16BrN4O5V",
  "method": "ωB97M-V/def2-TZVPD",
  "e_above_lowest_kcal_mol": 0.22,
  "homo_ev": [-11.841, -11.931],
  "energy_ev": -133962.2823,
  "e_lumo_ev": [-4.63, -4.06],
  "total_charge": 1,
  "s_squared": 0.77,
  "multiplicity": 2,
  "symbols": ["V", "C", "C", "N", "C", "C", "N", "C", "O", "O", "C", "O", "O", "H", "H", "H", "H", "H", "O", "C", "C", "C", "C", "C", "C", "C", "N", "C", "C", "N", "H", "H", "H", "H", "H", "H", "H", "Br", "C", "C", "C", "C", "C", "C", "H", "H", "H", "H"],
  "coordinates": [[0.5462, 0.3349, 0.0650], [-2.9313, 0.7655, -1.7594], [-2.2204, 1.8050, -0.9750], [-1.0614, 1.6599, -0.3509], [-0.7569, 2.8700, 0.2319], [-1.7504, 3.7590, -0.0261], [-2.6556, 3.0655, -0.7842], [-2.0171, 5.1885, 0.3109], [-1.1029, 5.8175, 1.0167], [-3.0362, 5.6851, -0.0881], [0.5524, 2.9871, 0.9001], [0.9247, 3.9955, 1.4471], [1.2646, 1.8733, 0.7905], [-2.3506, -0.1535, -1.7531], [-3.0581, 1.0855, -2.7941], [-3.9202, 0.5673, -1.3444], [-3.5059, 3.4908, -1.1331], [-0.3331, 5.2452, 1.2495], [1.5748, -0.9671, 0.6919], [1.8307, -1.6991, 1.7872], [3.0523, -2.3447, 1.9352], [3.3005, -3.1002, 3.0605], [2.3286, -3.2257, 4.0551], [1.1160, -2.5904, 3.9021], [0.8496, -1.8208, 2.7659], [-0.4374, -1.1669, 2.5597], [-0.8123, -0.3625, 1.5504], [-2.1310, -0.0132, 1.7941], [-2.5498, -0.5990, 2.9357], [-1.4763, -1.3147, 3.4009], [3.7945, -2.2258, 1.1564], [4.2556, -3.5941, 3.1742], [2.5248, -3.8145, 4.9395], [0.3757, -2.6948, 4.6854], [-2.6902, 0.6339, 1.1488], [-3.4948, -0.5638, 3.4466], [-1.4644, -1.8708, 4.2389], [1.9256, -0.2312, -6.3955], [1.4589, -0.0131, -4.5882], [0.8064, 1.1472, -4.1879], [0.4515, 1.3048, -2.8613], [0.7552, 0.3238, -1.9097], [1.4362, -0.8280, -2.3399], [1.7742, -1.0035, -3.6748], [0.5821, 1.9199, -4.9101], [-0.0423, 2.2257, -2.5780], [1.7064, -1.6086, -1.6422], [2.2873, -1.8992, -3.9957]]
}

{
  "formula": "C4H6N2",
  "method": "ωB97M-V/def2-TZVPD",
  "e_above_lowest_kcal_mol": 42.66,
  "smiles": "N#CC[C@H]1CN1",
  "homo_ev": -10.184,
  "energy_ev": -7223.7409,
  "e_lumo_ev": 0.90,
  "total_charge": 0,
  "symbols": ["N", "C", "C", "C", "C", "N", "H", "H", "H", "H", "H", "H"],
  "coordinates": [[-2.5611, -0.5251, -1.3654], [-1.8495, 0.1549, -0.7598], [-0.8768, 0.9027, 0.0330], [0.1416, -0.1100, 0.5424], [1.0877, -0.8005, -0.3992], [1.5016, 0.3196, 0.5970], [-0.3664, 1.6523, -0.5811], [-1.4013, 1.4469, 0.8313], [-0.2200, -0.6965, 1.3904], [1.2269, -0.5154, -1.4539], [1.3924, -1.8611, -0.3194], [1.9249, 0.0322, 1.4845]]
}

{
  "formula": "C26H26N6OS2Ti",
  "method": "ωB97M-V/def2-TZVPD",
  "e_above_lowest_kcal_mol": 12.65,
  "homo_ev": [-9.767, -10.553],
  "energy_ev": -83153.5975,
  "e_lumo_ev": [-3.55, -3.55],
  "total_charge": 1,
  "s_squared": 0.87,
  "multiplicity": 2,
  "symbols": ["Ti", "C", "C", "C", "C", "C", "C", "C", "C", "C", "S", "C", "N", "H", "H", "H", "H", "H", "H", "H", "H", "S", "C", "N", "N", "C", "C", "C", "C", "C", "C", "N", "N", "C", "C", "C", "C", "C", "C", "H", "H", "H", "H", "H", "H", "H", "H", "H", "H", "H", "C", "N", "C", "C", "O", "H", "H", "H", "H", "H", "H", "H"],
  "coordinates": [[-0.7682, -0.0011, 0.1534], [-2.5756, 0.2889, 2.9423], [-1.1107, 0.5541, 3.1209], [-0.6287, 1.0099, 4.3681], [0.7128, 1.1676, 4.5484], [1.6195, 0.8294, 3.5147], [3.0198, 0.9523, 3.6667], [3.8434, 0.5976, 2.6367], [3.3083, 0.0844, 1.4397], [1.9549, -0.0650, 1.2542], [1.3822, -0.8153, -0.2618], [1.0890, 0.3605, 2.3020], [-0.2828, 0.2952, 2.1273], [-2.8398, -0.5920, 3.5330], [-2.8679, 0.0899, 1.9020], [-3.1748, 1.1203, 3.3160], [-1.3370, 1.2313, 5.1524], [1.1033, 1.5246, 5.4913], [3.4176, 1.3256, 4.5983], [4.9140, 0.6905, 2.7356], [3.9765, -0.2142, 0.6447], [-2.7656, 0.3539, -0.9817], [-2.6316, 1.9860, -0.3050], [-3.8083, 2.6268, -0.1775], [-3.9081, 3.8155, 0.3816], [-3.1574, 4.5783, 1.3119], [-2.3893, 4.0336, 2.3322], [-1.7892, 4.8729, 3.2548], [-1.9453, 6.2495, 3.1731], [-2.7255, 6.7861, 2.1599], [-3.3356, 5.9548, 1.2358], [-1.4811, 2.5502, -0.0067], [-0.3765, 1.7962, -0.2505], [0.8324, 2.5564, -0.2123], [1.7426, 2.4445, -1.2513], [2.9491, 3.1228, -1.1668], [3.2347, 3.9083, -0.0591], [2.3065, 4.0267, 0.9673], [1.0988, 3.3520, 0.8940], [-4.7990, 4.2410, 0.1410], [-2.2502, 2.9693, 2.4005], [-1.1907, 4.4414, 4.0466], [-1.4666, 6.8966, 3.8929], [-2.8586, 7.8554, 2.0829], [-3.9400, 6.3774, 0.4454], [1.5081, 1.8219, -2.1075], [3.6636, 3.0419, -1.9727], [4.1730, 4.4387, -0.0015], [2.5226, 4.6478, 1.8244], [0.3598, 3.4481, 1.6776], [-1.2954, -3.0243, -1.8448], [-1.3877, -3.7608, -0.5907], [-1.4658, -5.2133, -0.6560], [-1.4286, -3.1309, 0.5615], [-1.3893, -1.8958, 0.6874], [-1.0475, -3.7275, -2.6363], [-0.4938, -2.2781, -1.7878], [-2.2463, -2.5380, -2.0744], [-2.3182, -5.5042, -1.2697], [-1.5960, -5.6146, 0.3462], [-0.5498, -5.6121, -1.0904], [-1.5187, -3.7683, 1.4509]]
}